This record from the OMol25 dataset describes a molecular structure, C33H28N4O5ReSe at a distorted geometry. The level of theory is wB97M-V/def2-TZVPD.

Output
- Total charge: +2
- Spin multiplicity: 4
- LUMO energy (alpha / beta): -0.2659 / -0.2811 hartree
- Maximum force: 5.95 eV Å⁻¹

Last column: Löwdin charge in e.
Element x y z (Å)
1 C 1.6315 -2.2828 3.9951  0.01
2 H 1.1293 2.8131 -2.4062  0.09
3 H -3.3346 1.4554 -4.2634  0.13
4 H -5.7248 -1.9771 -0.2923  0.11
5 C -3.1265 3.0900 -2.8033  0.00
6 C 0.8449 2.3411 1.5923  0.01
7 N 4.6351 0.1391 -1.2282  -0.14
8 C -0.7071 -2.6603 3.5582  -0.26
9 H 0.2565 -3.2753 5.3791  0.12
10 C -2.7970 1.9154 -3.4478  0.02
11 C 0.7148 3.5250 2.2927  0.01
12 H 2.5363 -2.2260 4.6408  0.13
13 H 1.1840 3.6032 3.2625  0.13
14 H -0.4066 -4.3578 -1.4888  0.13
15 C 2.6812 1.5943 -1.6345  -0.30
16 C 2.1744 2.7184 -2.1970  -0.02
17 C 3.0858 3.7183 -2.7017  0.01
18 H -3.8712 -3.4792 4.1419  0.09
19 C 0.3826 -2.8282 4.4217  0.03
20 C -0.5952 -2.1589 2.2535  0.06
21 O 0.1506 -1.2537 -1.9560  -0.16
22 C -2.4630 -1.0739 -0.4421  -0.32
23 O 3.0293 0.1925 2.0179  0.00
24 N -0.9894 1.6183 -1.9522  -0.09
25 C 4.3088 -1.8175 2.4795  -0.01
26 H -2.4177 4.6033 -1.4324  0.14
27 O -1.8983 -2.9342 4.1808  -0.10
28 C -3.0329 -3.5403 3.4609  -0.02
29 H 4.1714 -2.7633 1.9840  0.09
30 C -3.8697 -0.9512 -0.2347  0.01
31 H -3.2892 -3.0331 2.4662  0.09
32 C 3.0584 -0.9641 2.4194  -0.46
33 Re 0.0547 0.4245 -0.6669  1.74
34 H -4.9509 -3.8751 -1.6604  0.14
35 H -0.1350 5.4579 2.2408  0.12
36 C -1.9527 -2.2028 -1.1744  -0.09
37 C -0.5644 4.3952 0.4689  0.04
38 H 0.8414 -3.6071 -2.5893  0.11
39 H -0.8185 -3.8573 -3.1216  0.09
40 C 4.1774 1.3802 -1.6034  -0.31
41 H -3.9618 3.6543 -3.1941  0.14
42 H 4.5983 -1.9768 3.5840  0.13
43 C 0.5976 -1.5679 1.8923  -0.29
44 C -4.7064 -1.9832 -0.5905  -0.04
45 H -2.7431 -4.5832 3.1977  0.10
46 C -2.2870 3.5854 -1.8354  0.03
47 H 1.3917 1.4526 1.9765  0.11
48 C -0.5097 3.1495 -0.1768  -0.21
49 C -4.2199 -3.1174 -1.2512  -0.05
50 H -1.1109 0.3445 -3.4925  0.15
51 H 5.0887 -1.1832 2.0621  0.08
52 C 1.8205 -1.6806 2.7327  -0.10
53 H 6.0725 2.2250 -2.1934  0.12
54 C 5.0220 2.3415 -2.1469  0.02
55 Se 3.1833 -0.9748 -0.8783  1.26
56 H 5.0781 4.0767 -3.3723  0.13
57 H 2.7489 4.6553 -3.1163  0.12
58 H -1.4630 -1.9389 1.5618  0.12
59 H -2.4589 -4.0886 -1.9454  0.09
60 C -1.6273 1.2288 -3.0525  -0.04
61 N 1.9149 0.5338 -1.1977  -0.35
62 C -2.8726 -3.2488 -1.4564  -0.02
63 H -4.1436 -0.0141 0.2298  0.12
64 C -0.0290 4.5540 1.7267  0.02
65 C 4.4423 3.4520 -2.7414  -0.05
66 C -0.2170 -3.6175 -2.2933  0.02
67 C -1.2620 2.8219 -1.3391  -0.21
68 H -0.9686 5.1980 -0.1028  0.12
69 O -1.8052 -0.0484 0.1250  -0.23
70 N 0.1621 2.1198 0.3918  -0.06
71 C -0.5838 -2.2658 -1.7745  -0.30
72 O 0.7451 -0.9697 0.7109  -0.31